[1]
ORCA calculation (ωB97M-V/def2-TZVPD) on an isolated ion of composition C4H13N2 and charge +1 in a non-equilibrium geometry.

CARTESIAN COORDINATES (ANGSTROEM)
1 N -2.4016 1.0215 0.1294
2 C -1.0468 1.2674 0.6524
3 C -0.1998 -0.1210 1.1102
4 C 0.0766 -1.0866 0.0287
5 C 0.8841 -0.6559 -1.1106
6 N 2.3427 -0.4976 -0.7369
7 H -3.0579 0.9486 0.9424
8 H -2.7202 1.6924 -0.6508
9 H -1.0464 1.8862 1.4830
10 H -0.4133 1.6546 -0.1939
11 H 0.7572 0.2644 1.5384
12 H -0.9162 -0.5417 1.9765
13 H -0.9254 -1.3598 -0.2782
14 H 0.4894 -2.0257 0.4032
15 H 0.7617 0.3757 -1.5825
16 H 0.9081 -1.4603 -1.8650
17 H 2.5370 -0.0849 0.2338
18 H 2.7979 -1.4220 -0.4093
19 H 2.9560 -0.0181 -1.4303

Net charge: +1
HOMO-LUMO gap: 0.312 hartree
SMILES string: NCCCC[NH3+]
LUMO energy: -3.861 eV
HOMO energy: -12.345 eV
Energy above the lowest of the compared OMol25 structures with the same formula, charge and spin: 55.1 kcal/mol

Here are the Löwdin charges for atoms 1 to 5, given in e: N -0.034; C -0.245; C -0.179; C -0.269; C -0.162

=====

[2]
ORCA calculation (ωB97M-V/def2-TZVPD) on an isolated ion of composition C4H13N2 and charge +1.

CARTESIAN COORDINATES (ANGSTROEM)
1 C 1.1532 -1.0664 -1.5249
2 C 0.2434 -1.0329 -0.3025
3 N -1.1513 -0.6488 -0.6843
4 C 0.7372 -0.1526 0.8447
5 C 0.3547 1.3222 0.7946
6 N -1.1131 1.4469 1.0067
7 H 1.8763 -1.8728 -1.4436
8 H 0.5702 -1.3035 -2.4130
9 H 1.6849 -0.1507 -1.7363
10 H 0.2178 -2.0208 0.0971
11 H -1.5714 -1.1839 -1.4429
12 H -1.7439 -0.6348 0.1339
13 H -1.1754 0.3438 -0.9271
14 H 0.4614 -0.5367 1.8257
15 H 1.8295 -0.2058 0.8476
16 H 0.7036 1.8045 -0.1222
17 H 0.8891 1.8446 1.5866
18 H -1.4427 2.3265 0.6073
19 H -1.2661 1.6180 2.0002

Net charge: +1
HOMO-LUMO gap: 0.408 hartree
SMILES string: C[C@H]([NH3+])CCN
LUMO energy: -3.162 eV
HOMO energy: -14.258 eV
Energy above the lowest of the compared OMol25 structures with the same formula, charge and spin: 15.6 kcal/mol

Here are the Löwdin charges for atoms 1 to 5, given in e: C -0.023; C -0.332; N 0.206; C -0.153; C -0.244

=====

[3]
ORCA calculation (ωB97M-V/def2-TZVPD) on a 2-piece molecular cluster, C4H13N2 overall in a non-equilibrium geometry.

CARTESIAN COORDINATES (ANGSTROEM)
1 C 1.0607 -1.0088 -0.0625
2 N 2.4175 -1.4372 0.0957
3 C 0.8633 0.4626 0.4635
4 N -0.4521 0.6978 0.4564
5 C -3.5668 -0.1393 0.0381
6 C 1.5663 1.4129 -0.6219
7 H 0.6925 -1.0390 -1.0860
8 H 0.5044 -1.6894 0.5672
9 H 2.4560 -2.2700 0.6607
10 H 3.1017 -1.4039 -0.6414
11 H 1.5094 0.5890 1.3693
12 H -0.8442 1.2864 1.2059
13 H -2.4978 -0.0834 -0.2098
14 H -4.2122 -0.4293 -0.7922
15 H -3.8987 -0.8615 0.7640
16 H -3.8998 0.8891 0.2375
17 H 2.6393 1.2717 -0.5753
18 H 1.0913 1.2969 -1.5918
19 H 1.4693 2.4554 -0.2773

Net charge: +1
HOMO-LUMO gap: 0.233 hartree
LUMO energy: -8.282 eV
HOMO energy: -14.623 eV
Energy above the lowest of the compared OMol25 structures with the same formula, charge and spin: 134.3 kcal/mol

Here are the Löwdin charges for atoms 1 to 5, given in e: C -0.190; N 0.101; C -0.396; N 0.336; C -0.053

=====

[4]
ORCA calculation (ωB97M-V/def2-TZVPD) on a 3-piece molecular cluster, C4H13N2 overall in a non-equilibrium geometry.

CARTESIAN COORDINATES (ANGSTROEM)
1 C -3.6925 0.1959 -0.3248
2 N 1.9603 -0.4337 -1.0445
3 C 3.2425 -0.0685 -0.4323
4 C -2.8124 -0.8050 -0.5886
5 N 0.1548 -0.4444 0.8399
6 C 0.0361 0.9921 1.0534
7 H -3.4399 1.0028 0.3689
8 H -4.6550 0.2025 -0.7484
9 H 2.0560 -1.1672 -1.6818
10 H 3.9595 0.3172 -1.1787
11 H 3.0803 0.7633 0.3723
12 H 3.7479 -0.8926 0.0077
13 H -3.1302 -1.5604 -1.2377
14 H -1.8056 -0.7545 -0.0999
15 H 1.2063 -0.6068 -0.3055
16 H 0.1259 -0.9243 1.7022
17 H 0.4705 1.3300 2.0366
18 H 0.5358 1.5168 0.2327
19 H -1.0403 1.3369 1.0286

2S+1: 2
Net charge: +2
HOMO-LUMO gap (alpha / beta): 0.215 / 0.299 hartree
LUMO energy (alpha / beta): -13.140 / -11.048 eV
HOMO energy (alpha / beta): -18.994 / -19.186 eV
Energy above the lowest of the compared OMol25 structures with the same formula, charge and spin: 142.9 kcal/mol

Here are the Löwdin charges for atoms 1 to 5, given in e: C 0.270; N 0.254; C -0.023; C 0.262; N 0.041

=====

[5]
ORCA calculation (ωB97M-V/def2-TZVPD) on an isolated ion of composition C4H13N2O and charge +1 in a non-equilibrium geometry.

CARTESIAN COORDINATES (ANGSTROEM)
1 N -1.5462 1.7151 0.4478
2 C -0.1391 1.7546 0.9198
3 C 0.4035 0.3318 0.9719
4 C 0.3966 -0.3706 -0.4027
5 N -1.0003 -0.6932 -0.7573
6 C 1.3277 -1.5967 -0.3518
7 O 1.2428 -1.9225 -1.7811
8 H -2.1916 1.2738 1.0921
9 H -1.8381 2.6554 0.2183
10 H -0.1400 2.1988 1.9191
11 H 0.4089 2.4014 0.2366
12 H -0.2249 -0.2361 1.6690
13 H 1.3450 0.2528 1.5159
14 H 0.7881 0.2555 -1.1999
15 H -1.5412 0.1927 -0.4899
16 H -1.4005 -1.5180 -0.3166
17 H -1.1482 -0.6630 -1.7680
18 H 0.8295 -2.4446 0.1198
19 H 2.3175 -1.3304 -0.0090
20 H 2.1106 -2.2566 -2.0340

Net charge: +1
HOMO-LUMO gap: 0.407 hartree
SMILES string: NCC[C@H]([NH3+])CO
LUMO energy: -2.917 eV
HOMO energy: -13.995 eV
Energy above the lowest of the compared OMol25 structures with the same formula, charge and spin: 38.1 kcal/mol

Here are the Löwdin charges for atoms 1 to 5, given in e: N -0.017; C -0.224; C -0.144; C -0.298; N 0.205

=====

[6]
ORCA calculation (ωB97M-V/def2-TZVPD) on C4H13N2O as an isolated structure in a non-equilibrium geometry.

CARTESIAN COORDINATES (ANGSTROEM)
1 C 1.6995 -1.0719 1.2856
2 C 1.9370 2.3401 -0.2371
3 C -2.7243 -0.5295 -1.2159
4 C 1.1276 0.1822 0.7291
5 N 2.1822 1.0243 0.3262
6 N -1.9680 -1.2111 -0.1666
7 O -0.0652 0.4112 0.3825
8 H 2.6756 -1.0828 0.6017
9 H 0.9920 -1.9275 1.2773
10 H 2.0355 -0.8932 2.3574
11 H 1.5823 2.2819 -1.2931
12 H 1.1067 2.8644 0.1867
13 H 2.7164 3.0388 -0.3030
14 H -3.4645 -1.1990 -1.5918
15 H -3.2595 0.3826 -0.8847
16 H -2.1629 -0.3200 -2.1787
17 H 3.1335 1.0528 0.6499
18 H -2.6368 -1.4346 0.5169
19 H -1.6385 -2.0806 -0.6538
20 H -0.9719 -0.4767 0.2149

Net charge: +1
HOMO-LUMO gap: 0.409 hartree
LUMO energy: -2.880 eV
HOMO energy: -13.998 eV
Energy above the lowest of the compared OMol25 structures with the same formula, charge and spin: 45.0 kcal/mol

Here are the Löwdin charges for atoms 1 to 5, given in e: C 0.008; C -0.069; C -0.104; C -0.404; N 0.022

=====

[7]
ORCA calculation (ωB97M-V/def2-TZVPD) on a 2-piece molecular cluster, C4H13N2O overall in a non-equilibrium geometry.

CARTESIAN COORDINATES (ANGSTROEM)
1 C 3.0966 0.5841 0.1580
2 O 3.9128 -0.1784 -0.6768
3 C 1.7448 -0.1933 0.3062
4 C 0.8586 0.6268 1.1203
5 C -0.4361 1.0605 0.5374
6 N -1.3731 -0.0423 0.5055
7 N -4.5425 -1.1567 -1.6654
8 H 2.9358 1.5975 -0.2192
9 H 3.5209 0.6524 1.1647
10 H 4.8123 0.1672 -0.6132
11 H 1.3161 -0.4950 -0.6463
12 H 0.8414 0.3459 2.1804
13 H 2.0022 -1.0929 0.8750
14 H -0.2847 1.3068 -0.5167
15 H -0.9209 1.9328 0.9670
16 H -4.9749 -0.9829 -0.7606
17 H -1.7956 -0.2379 1.4105
18 H -1.0568 -0.8990 0.0771
19 H -5.1614 -0.8320 -2.4027
20 H -4.4958 -2.1637 -1.8012

Net charge: +1
HOMO-LUMO gap: 0.199 hartree
LUMO energy: -7.157 eV
HOMO energy: -12.559 eV
Energy above the lowest of the compared OMol25 structures with the same formula, charge and spin: 111.7 kcal/mol

Here are the Löwdin charges for atoms 1 to 5, given in e: C -0.235; O -0.020; C -0.127; C 0.166; C -0.256

=====

[8]
ORCA calculation (ωB97M-V/def2-TZVPD) on a 2-piece molecular cluster, C4H13N2O overall in a non-equilibrium geometry.

CARTESIAN COORDINATES (ANGSTROEM)
1 C -1.7232 -0.1995 0.4589
2 C -1.0589 1.1865 0.6989
3 C -0.1329 1.6258 -0.4071
4 C 2.1398 1.4309 -0.9727
5 N 1.1325 0.8805 -0.4790
6 N -0.7927 -1.1094 -0.3060
7 H -2.6248 0.0120 -0.1040
8 H -1.9599 -0.5925 1.4822
9 H -1.8986 1.8748 0.7796
10 H -0.5236 1.1340 1.6431
11 H -0.6420 1.6795 -1.3602
12 H 0.1528 2.6715 -0.2577
13 H 2.2748 2.4490 -1.3213
14 H 3.0424 0.8232 -1.1410
15 H -0.7619 -1.9836 0.2065
16 H -1.0211 -1.1202 -1.2901
17 H 0.1934 -0.6644 -0.2362
18 H 1.5101 -3.6675 1.5195
19 H 1.7224 -3.2215 0.2337
20 O 0.9714 -3.2090 0.8530

Net charge: +1
HOMO-LUMO gap: 0.409 hartree
LUMO energy: -2.878 eV
HOMO energy: -14.007 eV
Energy above the lowest of the compared OMol25 structures with the same formula, charge and spin: 49.2 kcal/mol

Here are the Löwdin charges for atoms 1 to 5, given in e: C -0.131; C -0.167; C -0.233; C -0.002; N -0.059

=====

[9]
ORCA calculation (ωB97M-V/def2-TZVPD) on an isolated ion of composition C4H13N2O and charge +1 in a non-equilibrium geometry.

CARTESIAN COORDINATES (ANGSTROEM)
1 C 1.6149 -1.1776 -1.7142
2 O 0.5155 -1.2151 -0.6471
3 C 0.6387 -0.4273 0.4235
4 N 0.6066 -0.9617 1.6654
5 N -0.8475 0.5888 0.4966
6 C -1.7583 0.3866 -0.6213
7 C -0.6329 2.0134 0.6477
8 H 2.4779 -1.6973 -1.2001
9 H 2.0751 -0.2216 -1.7500
10 H 1.4400 -1.7057 -2.6226
11 H 1.3527 0.4134 0.3159
12 H 1.2530 -0.5764 2.4025
13 H 0.0703 -1.7098 2.0077
14 H -1.2338 0.1868 1.4665
15 H -1.2413 0.5396 -1.5657
16 H -2.2510 -0.6076 -0.6500
17 H -2.5866 1.1205 -0.7775
18 H 0.1005 2.4878 -0.0653
19 H -1.6296 2.6438 0.6303
20 H -0.1904 2.2221 1.5559

Net charge: +1
HOMO-LUMO gap: 0.432 hartree
SMILES string: CO[C@H](N)[NH+](C)C
LUMO energy: -2.813 eV
HOMO energy: -14.570 eV
Energy above the lowest of the compared OMol25 structures with the same formula, charge and spin: 82.7 kcal/mol

Here are the Löwdin charges for atoms 1 to 5, given in e: C 0.053; O -0.090; C -0.357; N 0.126; N -0.160

=====

[10]
ORCA calculation (ωB97M-V/def2-TZVPD) on an isolated ion of composition C4H13N2O and charge +1 in a non-equilibrium geometry.

CARTESIAN COORDINATES (ANGSTROEM)
1 N -0.5129 -1.7198 -0.4628
2 C -0.5859 -0.8982 -1.6180
3 C -1.2507 0.3946 -1.1035
4 N -0.5804 0.9872 -0.0108
5 C 0.8567 1.2951 0.1753
6 C 1.2078 0.7170 1.5636
7 O 0.9765 -0.6973 1.7027
8 H -1.4710 -2.0357 -0.1721
9 H 0.1084 -2.4821 -0.4532
10 H -0.1048 -1.1021 0.4133
11 H -1.1376 -1.3195 -2.4140
12 H 0.4921 -0.7051 -1.8901
13 H -2.2483 0.2244 -0.7846
14 H -1.3769 1.1535 -1.8813
15 H -1.1292 1.4392 0.6650
16 H 1.0464 2.4006 0.0621
17 H 1.5967 0.8696 -0.5650
18 H 2.3505 0.8672 1.6959
19 H 0.7468 1.4593 2.3876
20 H 1.0161 -0.8480 2.6899

Net charge: +1
HOMO-LUMO gap: 0.355 hartree
SMILES string: [NH3+]CCNCCO
LUMO energy: -3.037 eV
HOMO energy: -12.708 eV
Energy above the lowest of the compared OMol25 structures with the same formula, charge and spin: 62.8 kcal/mol

Here are the Löwdin charges for atoms 1 to 5, given in e: N 0.132; C -0.150; C -0.209; N -0.089; C -0.176

=====

[11]
ORCA calculation (ωB97M-V/def2-TZVPD) on an isolated ion of composition C4H13N2O and charge +1 in a non-equilibrium geometry.

CARTESIAN COORDINATES (ANGSTROEM)
1 N -2.1452 -1.4003 -0.1507
2 C -0.7625 -1.2567 0.2090
3 C -0.3895 0.2592 -0.3482
4 N -0.8691 0.2720 -1.7724
5 C 1.0884 0.4804 -0.0923
6 C 1.4480 0.8678 1.3708
7 O 2.8184 1.2455 1.1520
8 H -2.7853 -1.0056 0.5022
9 H -2.5012 -2.3388 -0.4657
10 H -0.5888 -1.2837 1.3496
11 H -0.2147 -2.0165 -0.3729
12 H -1.1443 0.9623 0.2484
13 H -1.7839 -0.3085 -1.7456
14 H -0.9997 1.1884 -2.1586
15 H -0.1515 -0.1846 -2.3666
16 H 1.7538 -0.3629 -0.3256
17 H 1.5737 1.3301 -0.6297
18 H 0.9488 1.7312 1.9181
19 H 1.4772 -0.0675 1.9455
20 H 3.2273 1.8882 1.7328

Net charge: +1
HOMO-LUMO gap: 0.386 hartree
SMILES string: NC[C@H]([NH3+])CCO
LUMO energy: -3.186 eV
HOMO energy: -13.697 eV
Energy above the lowest of the compared OMol25 structures with the same formula, charge and spin: 57.2 kcal/mol

Here are the Löwdin charges for atoms 1 to 5, given in e: N -0.042; C -0.190; C -0.271; N 0.178; C -0.167

=====

[12]
ORCA calculation (ωB97M-V/def2-TZVPD) on a 3-piece molecular cluster, C4H13N2O overall in a non-equilibrium geometry.

CARTESIAN COORDINATES (ANGSTROEM)
1 C -0.3654 -0.4817 -0.0744
2 C 0.1327 0.9953 0.1118
3 C 1.1533 1.1267 -0.9396
4 C 0.9824 1.9278 -2.0300
5 N 3.7578 -0.9796 1.0366
6 N 0.6641 -1.3109 0.5146
7 H -0.6385 -0.6161 -1.1497
8 H -1.3758 -0.6496 0.5498
9 H 0.6433 1.1171 1.1308
10 H -0.7011 1.7820 -0.0773
11 H 0.1579 2.6169 -2.1371
12 H 1.8033 1.9925 -2.6717
13 H 2.7363 -1.3756 1.0067
14 H 3.8513 -0.2654 1.8083
15 H 1.8836 0.2982 -1.0110
16 H 0.6780 -2.1890 0.0316
17 H 4.4649 -1.7086 1.3289
18 H -5.0170 0.1316 0.6437
19 H -6.3686 -0.9501 0.4835
20 O -5.5612 -0.6949 0.8497

Net charge: +1
HOMO-LUMO gap: 0.151 hartree
LUMO energy: -9.118 eV
HOMO energy: -13.232 eV
Energy above the lowest of the compared OMol25 structures with the same formula, charge and spin: 199.4 kcal/mol

Here are the Löwdin charges for atoms 1 to 5, given in e: C -0.187; C -0.191; C -0.168; C 0.139; N -0.042

=====

Which value of net charge does entry 7 give? +1